Record 1
{"formula": "C36H90F9O38P8", "method": "wB97M-V/def2-TZVPD", "elements": ["C", "O", "O", "C", "F", "F", "F", "C", "C", "H", "H", "H", "H", "H", "H", "C", "O", "O", "C", "F", "F", "F", "C", "C", "H", "H", "H", "H", "H", "H", "C", "O", "O", "C", "F", "F", "F", "C", "C", "H", "H", "H", "H", "H", "H", "C", "O", "P", "O", "O", "C", "O", "C", "H", "H", "H", "H", "H", "H", "H", "H", "H", "C", "O", "P", "O", "O", "C", "O", "C", "H", "H", "H", "H", "H", "H", "H", "H", "H", "C", "O", "P", "O", "O", "C", "O", "C", "H", "H", "H", "H", "H", "H", "H", "H", "H", "C", "O", "P", "O", "O", "C", "O", "C", "H", "H", "H", "H", "H", "H", "H", "H", "H", "C", "O", "P", "O", "O", "C", "O", "C", "H", "H", "H", "H", "H", "H", "H", "H", "H", "C", "O", "P", "O", "O", "C", "O", "C", "H", "H", "H", "H", "H", "H", "H", "H", "H", "C", "O", "P", "O", "O", "C", "O", "C", "H", "H", "H", "H", "H", "H", "H", "H", "H", "C", "O", "P", "O", "O", "C", "O", "C", "H", "H", "H", "H", "H", "H", "H", "H", "H"], "xyz": [[5.3746, -0.7262, -4.1054], [4.0842, -0.2123, -4.0790], [6.1597, 0.1357, -3.4105], [5.4155, -2.2962, -3.9096], [4.3391, -2.6064, -3.1272], [5.2002, -3.0661, -4.9625], [6.5782, -2.6372, -3.3552], [3.1510, -0.6025, -5.0430], [3.2347, 0.3272, -6.2173], [2.4132, 0.2504, -6.9296], [3.2396, 1.3592, -5.8666], [4.0519, -0.0867, -6.8080], [2.1989, -0.2813, -4.6207], [3.0904, -1.6419, -5.3657], [5.7808, -0.5040, -5.0922], [1.6523, -1.0370, -1.0074], [0.4154, -0.7492, -0.2999], [2.2824, 0.1043, -1.5549], [2.3862, -1.9833, -0.0629], [2.4303, -1.5120, 1.1433], [1.8387, -3.1277, -0.0504], [3.6907, -2.0029, -0.4476], [-0.6948, -0.2587, -0.9685], [-1.7748, -0.2273, 0.0927], [-1.7503, 0.4772, 0.9240], [-2.5411, 0.2090, -0.5480], [-2.1527, -1.1790, 0.4665], [-1.0146, -0.7693, -1.8769], [-0.5722, 0.7607, -1.3344], [1.1538, -1.6912, -1.7226], [3.0701, 5.9732, -1.0581], [2.1748, 4.9741, -1.3272], [4.2992, 5.3346, -1.2060], [2.6626, 7.1904, -1.9718], [3.7116, 7.8719, -2.4201], [1.9037, 6.8803, -3.0288], [1.9341, 8.1030, -1.2584], [0.7779, 5.1620, -0.9790], [0.2625, 3.7634, -0.9958], [0.4035, 3.3059, -0.0166], [-0.7870, 3.7137, -1.2859], [0.8382, 3.0955, -1.6365], [0.2857, 5.7264, -1.7710], [0.4704, 5.6752, -0.0678], [2.8401, 6.3104, -0.0474], [-4.3945, -4.7393, -1.6368], [-5.0497, -3.5749, -0.9401], [-6.2112, -3.8598, 0.1658], [-7.6457, -3.8330, -0.3094], [-5.9666, -2.6918, 1.3361], [-4.6909, -2.2320, 1.7214], [-5.6946, -5.1763, 1.0059], [-6.4450, -5.8902, 1.9672], [-3.4024, -4.7723, -1.1865], [-4.1438, -4.4943, -2.6690], [-4.6616, -5.7846, -1.4810], [-4.2361, -1.6318, 0.9333], [-3.9786, -3.0571, 1.7306], [-4.5467, -1.7016, 2.6626], [-5.8339, -5.9875, 2.8645], [-6.7545, -6.8291, 1.5079], [-7.0532, -5.1255, 2.4503], [8.3725, -1.8637, 0.9434], [7.4382, -1.0708, 0.2652], [6.7082, 0.0997, 1.0341], [5.7299, 0.8924, 0.1962], [6.1609, -0.4250, 2.5014], [5.4548, -1.5954, 2.6604], [7.8922, 1.1661, 1.5050], [7.7007, 2.0360, 2.5450], [8.5361, -2.6338, 0.1896], [7.9823, -2.2392, 1.8893], [9.2403, -1.2285, 1.1209], [5.1599, -2.1550, 1.7727], [4.5936, -1.2492, 3.2319], [5.9854, -2.3252, 3.2719], [6.6700, 2.3578, 2.6936], [8.5081, 2.7682, 2.5408], [7.7296, 1.6670, 3.5703], [2.6077, 4.8806, -6.4426], [1.5761, 3.9273, -6.1763], [1.1333, 3.2944, -4.7824], [2.2776, 2.7402, -4.0249], [0.1895, 4.4011, -4.0533], [-0.6333, 5.3773, -4.6976], [0.1312, 2.0727, -5.2418], [-0.6964, 1.4580, -4.2905], [3.3807, 4.9168, -5.6750], [1.9995, 5.7729, -6.5911], [3.1518, 4.7441, -7.3771], [-0.0332, 6.2121, -5.0597], [-1.3513, 5.7608, -3.9727], [-1.0753, 4.8893, -5.5663], [-1.5466, 0.9694, -4.7664], [-0.9973, 2.2557, -3.6114], [-0.1398, 0.6320, -3.8477], [2.0507, 1.3878, 2.4870], [2.8938, 2.3864, 3.0016], [3.3802, 3.5457, 1.9611], [3.4427, 3.0457, 0.5600], [4.7766, 3.9748, 2.5253], [5.4532, 5.0225, 1.8777], [2.3646, 4.7234, 2.2843], [2.3226, 5.2788, 3.6203], [1.3647, 1.7974, 1.7455], [1.6110, 0.9814, 3.3978], [2.7658, 0.6887, 2.0533], [4.6546, 5.6501, 1.4822], [6.2843, 4.7367, 1.2330], [5.8746, 5.4485, 2.7882], [1.8466, 6.2591, 3.6407], [3.3047, 5.4970, 4.0398], [1.7806, 4.5395, 4.2101], [-8.7368, -1.6358, -1.7486], [-8.4932, -0.2866, -2.1479], [-7.9441, 0.8149, -1.0481], [-8.3620, 2.2553, -1.4201], [-8.5735, 0.1814, 0.3408], [-9.1207, 1.1278, 1.2961], [-6.2602, 0.5342, -0.9756], [-5.4395, 1.2667, -0.1845], [-9.7578, -1.8691, -2.0507], [-8.6711, -1.7865, -0.6711], [-7.9783, -2.1659, -2.3246], [-8.6462, 0.9932, 2.2681], [-10.1623, 0.8524, 1.4615], [-8.9867, 2.1694, 1.0044], [-5.2974, 0.6863, 0.7271], [-5.9110, 2.2070, 0.1010], [-4.4716, 1.5138, -0.6208], [0.0665, -4.8617, -2.2459], [-0.0105, -5.5550, -0.9746], [-0.1415, -7.2376, -0.8316], [-1.2831, -7.8607, -1.4851], [-0.1408, -7.5274, 0.7259], [0.7652, -7.0062, 1.6100], [1.3721, -7.6385, -1.3145], [1.7803, -9.0056, -1.4760], [0.3361, -5.5322, -3.0618], [0.7361, -4.0031, -2.2968], [-0.9284, -4.4668, -2.4517], [1.6441, -6.5935, 1.1146], [1.0211, -7.8724, 2.2201], [0.3106, -6.1769, 2.1518], [1.0169, -9.7636, -1.6516], [2.1984, -9.3205, -0.5198], [2.5541, -9.2346, -2.2088], [-3.9245, 2.2152, 3.4913], [-3.7558, 2.8732, 2.2280], [-2.2539, 3.3519, 1.8917], [-1.1711, 2.3948, 2.1503], [-2.2498, 3.7764, 0.3512], [-3.2689, 4.5665, -0.1854], [-2.0558, 4.7501, 2.7382], [-1.0482, 5.6949, 2.4476], [-4.6012, 2.7052, 4.1914], [-2.9477, 2.1512, 3.9707], [-4.3160, 1.1988, 3.4501], [-2.7815, 5.5394, -0.1227], [-4.1766, 4.3523, 0.3787], [-3.4125, 4.2013, -1.2023], [-0.2271, 5.2634, 1.8750], [-0.6231, 5.9604, 3.4155], [-1.5347, 6.5316, 1.9462], [-1.8790, -5.7077, 7.1175], [-0.8888, -5.4599, 6.0265], [-1.4330, -4.3451, 4.9890], [-2.8368, -4.5588, 4.4615], [-1.0509, -2.9532, 5.6695], [-1.7804, -1.7440, 5.3790], [-0.3001, -4.5163, 3.7651], [-0.3949, -3.5464, 2.7024], [-1.3788, -5.5607, 8.0747], [-2.1953, -6.7494, 7.0632], [-2.7094, -5.0403, 7.3481], [-2.8484, -1.7416, 5.1613], [-1.2497, -1.1751, 4.6156], [-1.7994, -1.2131, 6.3308], [-1.3208, -2.9961, 2.8696], [-0.3650, -4.1067, 1.7679], [0.4868, -2.9079, 2.7565]], "molar_mass_da": 1549.85, "e_above_lowest_ev": 11.023, "spin_multiplicity": 1, "total_charge": -3, "homo_lumo_gap_ev": 1.799}



Record 2
{"formula": "C36H90InN6NaO16P", "method": "wB97M-V/def2-TZVPD", "elements": ["In", "Na", "P", "O", "O", "O", "O", "C", "O", "C", "C", "N", "C", "C", "O", "C", "H", "H", "H", "H", "H", "H", "H", "H", "H", "H", "H", "H", "H", "H", "H", "C", "O", "C", "C", "N", "C", "C", "O", "C", "H", "H", "H", "H", "H", "H", "H", "H", "H", "H", "H", "H", "H", "H", "H", "C", "O", "C", "C", "N", "C", "C", "O", "C", "H", "H", "H", "H", "H", "H", "H", "H", "H", "H", "H", "H", "H", "H", "H", "C", "O", "C", "C", "N", "C", "C", "O", "C", "H", "H", "H", "H", "H", "H", "H", "H", "H", "H", "H", "H", "H", "H", "H", "C", "O", "C", "C", "N", "C", "C", "O", "C", "H", "H", "H", "H", "H", "H", "H", "H", "H", "H", "H", "H", "H", "H", "H", "C", "O", "C", "C", "N", "C", "C", "O", "C", "H", "H", "H", "H", "H", "H", "H", "H", "H", "H", "H", "H", "H", "H", "H"], "xyz": [[0.9649, -0.5478, 1.8508], [-3.0760, 1.9195, -0.5769], [-0.3372, 1.0855, -0.5687], [1.0994, 1.5267, -0.1100], [-1.1445, 1.8062, -1.7462], [-1.2322, 1.1341, 0.7561], [-0.1996, -0.4918, -0.7259], [-3.4739, -0.8669, -1.7576], [-4.3472, 0.1903, -2.0432], [-4.6070, 0.4611, -3.3884], [-3.4820, 1.3059, -4.0743], [-3.0817, 2.5324, -3.3265], [-2.4387, 3.5448, -4.2091], [-1.1706, 3.1243, -4.9030], [-0.8900, 4.1915, -5.8320], [0.4093, 4.1530, -6.3404], [-3.9207, -1.8409, -1.9569], [-3.3449, -0.7812, -0.6787], [-2.4875, -0.7015, -2.1911], [-5.5844, 0.9111, -3.5626], [-4.7251, -0.4701, -3.9425], [-3.8661, 1.5019, -5.0754], [-2.6293, 0.6625, -4.2914], [-2.3189, 2.1885, -2.7607], [-2.2980, 4.5132, -3.7290], [-3.1726, 3.8621, -4.9498], [-1.3042, 2.1608, -5.3948], [-0.3581, 3.0323, -4.1822], [1.1086, 4.3693, -5.5327], [0.6096, 4.9279, -7.0804], [0.6222, 3.2128, -6.8491], [-1.5427, -3.4153, -2.0896], [-0.7638, -4.6224, -1.8914], [-1.0662, -5.3338, -0.7168], [-0.2131, -6.6258, -0.5678], [1.1886, -6.3369, -0.5293], [2.1134, -7.4635, -0.8187], [2.3378, -8.3659, 0.4218], [3.0087, -7.6839, 1.4943], [3.1590, -8.4058, 2.6729], [-1.2388, -2.9708, -3.0373], [-1.2963, -2.6714, -1.3320], [-2.6235, -3.5472, -2.0393], [-2.1121, -5.6126, -0.5880], [-0.7967, -4.7318, 0.1510], [-0.4983, -7.2558, -1.4104], [-0.5191, -7.1175, 0.3556], [1.2773, -5.6400, -1.2549], [3.0554, -7.0751, -1.2061], [1.7312, -8.1147, -1.6048], [2.8909, -9.2699, 0.1669], [1.3740, -8.7914, 0.7016], [3.6003, -9.3773, 2.4502], [2.2111, -8.5518, 3.1909], [3.8307, -7.8589, 3.3346], [-0.0414, 6.2793, 0.8912], [1.2362, 6.0234, 0.4151], [1.2362, 4.9550, -0.4813], [2.6817, 4.4263, -0.5383], [2.9179, 3.1215, -1.1462], [2.4456, 3.0294, -2.5309], [3.0498, 1.8112, -3.3672], [4.3034, 2.1210, -4.0116], [5.4353, 1.8031, -3.2059], [0.1501, 7.1591, 1.5054], [-0.4749, 5.4743, 1.4846], [-0.6915, 6.5953, 0.0754], [0.8526, 5.1132, -1.4892], [0.6020, 4.1911, -0.0315], [3.1386, 4.2934, 0.4423], [3.2664, 5.2419, -0.9637], [2.2872, 2.4726, -0.6977], [2.6697, 3.9464, -3.0758], [1.3583, 2.9517, -2.5308], [2.2491, 1.6837, -4.0956], [3.1728, 0.8790, -2.8158], [6.3265, 2.2666, -3.6291], [5.5702, 0.7215, -3.2033], [5.3342, 2.2173, -2.2027], [4.1921, 1.3428, 3.4920], [3.7399, 0.6850, 2.2761], [4.7502, 0.6147, 1.2902], [4.1453, 0.0531, -0.0065], [3.4706, -1.2041, 0.2364], [2.9520, -1.7471, -1.0609], [2.4604, -3.1872, -0.9188], [3.4168, -4.1725, -0.4503], [4.4272, -4.4871, -1.4655], [5.1074, 0.8146, 3.7590], [3.4493, 1.4037, 4.2873], [4.3794, 2.3817, 3.2204], [5.5409, -0.0344, 1.6664], [5.2607, 1.5441, 1.0376], [4.9421, 0.0894, -0.7494], [3.3525, 0.7556, -0.2637], [4.1351, -1.8668, 0.6095], [3.7251, -1.8564, -1.8215], [2.2090, -1.0905, -1.5134], [2.1278, -3.5616, -1.8870], [1.5614, -3.2429, -0.3049], [3.9339, -4.7581, -2.3989], [5.0858, -5.2914, -1.1377], [5.1542, -3.6956, -1.6478], [-6.3024, 0.1796, 1.3544], [-5.8442, -0.5550, 2.4256], [-4.4450, -0.5987, 2.5128], [-3.9880, 0.7915, 3.0554], [-3.6260, 1.7352, 1.9931], [-3.6916, 3.1579, 2.3414], [-3.0273, 4.0288, 1.2861], [-3.8420, 4.1826, 0.0418], [-3.2699, 5.0431, -0.9423], [-6.2113, 1.2296, 1.6325], [-7.3582, 0.0443, 1.1201], [-5.7653, -0.0047, 0.4240], [-3.9138, -0.8418, 1.5926], [-4.2959, -1.3838, 3.2541], [-3.0489, 0.6564, 3.5921], [-4.7691, 1.2128, 3.6883], [-2.7183, 1.5266, 1.6025], [-3.1026, 3.3513, 3.2379], [-4.7189, 3.5088, 2.4394], [-2.0567, 3.6030, 1.0318], [-2.8305, 5.0027, 1.7343], [-2.3054, 4.7104, -1.3258], [-3.1356, 6.0186, -0.4748], [-3.9240, 5.1231, -1.8105], [0.3282, 3.0013, 3.1222], [0.8332, 1.8219, 3.7387], [0.4221, 1.6174, 5.1117], [0.7984, 0.1932, 5.5832], [0.1831, -0.8127, 4.7257], [-1.1965, -1.1226, 5.0171], [-1.7445, -2.1590, 4.0495], [-1.6213, -1.7367, 2.7101], [-1.8959, -2.7323, 1.7388], [0.6680, 3.9016, 3.6342], [-0.7493, 3.1082, 2.9973], [0.7405, 2.9239, 2.1162], [-0.6619, 1.6799, 5.2064], [0.9294, 2.3617, 5.7255], [0.4661, -0.0034, 6.6026], [1.8827, 0.1047, 5.5166], [0.6367, -1.7076, 4.8422], [-1.7970, -0.2130, 5.0258], [-1.1660, -1.5039, 6.0378], [-2.7829, -2.3995, 4.2776], [-1.1242, -3.0331, 4.2478], [-1.1344, -3.5113, 1.7745], [-1.9899, -2.3478, 0.7232], [-2.8608, -3.1967, 1.9423]], "molar_mass_da": 1031.92, "e_above_lowest_ev": 0.000, "spin_multiplicity": 1, "total_charge": 1, "homo_lumo_gap_ev": 2.879}